[1]
Density functional theory data (ωB97M-V with the def2-TZVPD basis set) for a cluster of 2 separate species, C6H16 in total in a non-equilibrium geometry.

```
22
Properties=species:S:1:pos:R:3:forces:R:3
C -2.657 -0.619 -0.691 0.2 0.2 -0.2
C -1.849 -0.390 0.587 0.3 -0.4 -0.8
C -2.453 -1.149 1.769 -0.2 1.5 -0.4
H -2.937 -1.664 -0.810 -0.1 -0.1 0.1
H -3.558 -0.011 -0.703 -0.3 -0.1 0.1
H -2.111 -0.338 -1.594 0.2 0.0 0.1
H -1.697 0.682 0.701 -0.3 0.1 0.5
H -0.835 -0.758 0.415 0.1 -0.2 0.0
H -1.975 -0.835 2.693 0.2 -0.4 0.2
H -2.338 -2.202 1.563 -0.1 -0.4 0.3
H -3.509 -0.864 1.860 0.1 -0.4 0.0
C 2.842 -0.444 -0.366 0.0 0.7 0.1
C 1.897 0.635 -0.940 0.5 -0.7 0.7
C 2.235 2.034 -0.453 0.4 0.3 0.3
H 3.026 -0.211 0.688 -0.2 -0.4 0.0
H 3.818 -0.396 -0.840 0.2 -0.1 -0.2
H 2.441 -1.451 -0.481 0.0 0.1 0.1
H 1.941 0.573 -2.019 -0.3 0.1 -0.4
H 0.904 0.365 -0.609 -0.4 0.1 -0.1
H 2.599 2.038 0.585 -0.2 -0.2 -0.2
H 3.047 2.488 -1.028 -0.1 0.0 -0.1
H 1.380 2.708 -0.483 0.0 0.0 -0.2
```
Forces are in eV/Å.

Computed properties:
Energy above the lowest of the compared OMol25 structures with the same formula, charge and spin, kJ/mol: 28.77
Structure (SMILES): CCC.CCC
Net charge: 0

[2]
Density functional theory data (ωB97M-V with the def2-TZVPD basis set) for a cluster of 11 separate species, C49H120N6O11 in total in a non-equilibrium geometry.

```
186
Properties=species:S:1:pos:R:3:forces:R:3
C 3.834 7.680 4.531 1.2 -2.1 0.6
C 2.518 7.943 5.211 -0.1 2.0 -0.3
C 2.552 7.621 6.742 1.1 -0.5 -0.7
C 2.395 9.558 5.024 -2.3 -1.6 0.1
C 0.904 10.023 5.196 1.6 0.2 -0.6
C -0.109 9.129 4.410 0.8 1.3 2.1
C 0.089 7.626 4.560 0.3 -0.5 -1.8
C -0.515 7.123 5.894 0.0 -1.0 -0.4
C -0.685 7.062 3.315 -0.5 -1.8 1.3
N 1.523 7.213 4.391 -1.5 3.4 -0.1
O 1.661 5.828 4.271 0.5 0.0 0.6
H 3.968 6.605 4.646 0.6 -0.3 0.1
H 3.903 7.806 3.450 -0.6 0.6 0.1
H 4.702 8.139 5.003 -0.2 0.2 0.1
H 2.635 6.545 6.894 -0.3 -0.2 -0.1
H 3.521 7.984 7.084 0.0 0.3 0.3
H 1.783 7.998 7.416 -0.2 0.2 -0.5
H 3.068 10.047 5.728 -0.1 -0.2 0.2
H 2.711 9.859 4.025 0.1 -0.4 -0.1
H 0.693 10.216 6.248 -0.3 -0.7 0.1
H 0.912 11.034 4.788 -0.4 0.1 -0.2
H -0.210 9.510 3.394 0.2 -0.4 0.0
H -1.038 9.293 4.957 -0.5 0.2 -0.6
H -0.669 7.848 6.693 0.5 0.2 -0.1
H 0.118 6.294 6.211 0.0 0.1 0.4
H -1.491 6.655 5.767 -0.2 0.1 -0.3
H -1.734 7.042 3.613 -0.3 0.6 -0.5
H -0.510 5.991 3.207 0.3 -0.2 0.2
H -0.539 7.428 2.299 0.2 0.8 0.4
H 2.056 5.814 3.395 0.0 -0.7 -0.1
C 2.969 7.957 -4.077 1.2 0.7 0.5
C 4.049 8.698 -3.132 -0.4 0.8 -1.0
C 4.654 7.690 -2.224 -0.3 -1.5 1.4
C 5.213 9.152 -4.030 -0.3 -0.1 -1.7
C 5.069 10.475 -4.776 -1.9 0.4 0.5
C 4.590 11.562 -3.784 0.2 -1.1 -0.4
C 3.259 11.161 -2.933 2.2 1.8 -1.1
C 3.139 12.320 -1.849 0.5 -1.3 -0.5
C 2.044 11.205 -3.834 -1.0 -0.5 0.0
N 3.524 9.837 -2.340 1.2 0.7 0.0
O 2.468 9.414 -1.511 -0.7 -0.2 -0.2
H 3.432 7.060 -4.489 0.1 -0.2 0.3
H 2.057 7.676 -3.551 0.0 0.3 -0.1
H 2.797 8.558 -4.970 -0.4 0.2 0.2
H 3.874 7.348 -1.543 0.0 -0.3 0.1
H 5.020 6.820 -2.769 -0.2 0.0 -0.3
H 5.501 7.967 -1.597 -0.1 0.8 -0.1
H 6.215 9.082 -3.607 -0.2 0.1 0.6
H 5.179 8.369 -4.787 0.5 -0.1 -0.2
H 5.987 10.749 -5.295 0.0 0.1 0.2
H 4.268 10.474 -5.516 0.1 -0.7 -0.5
H 4.408 12.472 -4.356 -0.2 0.2 0.2
H 5.539 11.683 -3.261 -0.6 0.6 1.3
H 2.544 11.936 -1.021 0.1 0.4 0.2
H 2.706 13.252 -2.214 -0.4 -0.4 -0.4
H 4.145 12.628 -1.564 0.0 -0.4 0.5
H 1.772 12.158 -4.288 0.7 0.2 -0.1
H 1.162 11.006 -3.225 -0.1 -0.4 0.1
H 2.093 10.426 -4.595 -0.1 0.2 -0.1
H 2.552 9.981 -0.741 0.1 -0.2 0.3
C -1.667 -11.865 -0.627 -0.4 0.4 0.2
C -1.160 -12.156 0.778 0.4 1.8 0.9
C 0.299 -11.676 0.913 -0.3 -0.3 -0.5
C -2.097 -11.295 1.806 0.3 -1.8 -0.8
C -1.775 -11.644 3.225 -0.3 -0.5 0.5
C -2.150 -13.125 3.408 1.5 2.1 1.1
C -1.374 -14.048 2.456 1.3 -0.2 0.9
C 0.183 -14.233 3.052 -1.1 0.0 0.7
C -2.196 -15.322 2.607 0.1 -1.8 -1.7
N -1.329 -13.579 1.035 -2.7 0.2 2.3
O -0.625 -14.432 0.202 1.0 0.0 0.0
H -1.359 -12.580 -1.390 0.0 -0.1 0.2
H -2.751 -11.825 -0.523 -0.1 -0.2 -0.5
H -1.342 -10.877 -0.954 0.1 0.1 0.0
H 0.789 -11.874 1.867 -0.2 -0.1 0.0
H 0.817 -12.205 0.114 0.5 0.2 0.1
H 0.320 -10.599 0.741 0.2 0.0 -0.1
H -2.232 -10.219 1.695 0.8 0.0 -0.8
H -3.074 -11.740 1.619 -0.4 0.2 0.0
H -0.737 -11.511 3.529 0.2 0.1 -0.4
H -2.320 -11.021 3.934 -0.3 0.0 0.0
H -3.230 -13.233 3.507 -0.1 -0.3 -0.9
H -1.805 -13.311 4.425 0.1 -0.8 0.1
H 0.337 -15.149 3.623 -0.7 -0.4 0.0
H 0.367 -13.471 3.809 -0.2 0.3 0.0
H 1.101 -14.207 2.464 -0.7 0.2 -1.1
H -2.433 -15.798 3.558 1.4 0.4 0.6
H -1.722 -16.030 1.927 -0.1 -0.7 0.3
H -3.238 -15.299 2.287 0.0 1.0 -0.8
H -1.286 -14.833 -0.367 -0.2 0.0 0.0
C -0.089 0.709 -1.176 0.7 0.4 1.2
O 0.096 -0.523 -0.431 -1.4 1.3 -1.2
C -0.006 -1.660 -1.292 1.7 0.1 0.2
C -0.142 -2.930 -0.416 -1.6 0.6 -0.6
C -0.692 -4.118 -1.198 1.9 -0.4 -0.9
N -1.200 -2.904 0.551 -0.7 1.2 1.6
H 0.721 0.942 -1.867 0.1 -0.7 -0.5
H 0.028 1.552 -0.495 -0.2 -0.3 0.6
H -1.058 0.866 -1.651 -0.1 -0.7 -0.1
H -0.631 -1.547 -2.179 -1.2 0.1 0.5
H 0.960 -1.649 -1.797 0.6 -0.7 -0.1
H 0.806 -2.991 0.119 0.1 -0.8 -0.2
H -0.632 -5.002 -0.562 0.2 -0.1 -0.3
H -0.120 -4.207 -2.122 -0.1 -0.6 -0.2
H -1.750 -4.004 -1.434 0.1 0.4 -0.1
H -2.065 -2.779 0.044 -0.3 0.0 0.2
H -1.151 -2.154 1.225 0.2 0.2 0.1
C 5.631 -1.233 1.690 -1.5 0.0 0.6
O 5.561 -2.145 2.799 -0.5 0.0 -2.3
C 5.923 -1.561 3.968 1.3 0.5 2.6
C 5.057 -0.491 4.648 1.1 1.5 -0.2
C 5.896 0.331 5.707 -0.6 -0.5 -0.3
N 3.930 -1.000 5.337 -2.2 -2.0 0.5
H 5.187 -1.678 0.799 0.8 -0.6 0.0
H 6.617 -0.787 1.559 0.1 -0.3 -0.1
H 4.891 -0.451 1.862 0.3 0.6 0.2
H 6.101 -2.378 4.668 -0.6 -0.2 0.4
H 6.932 -1.148 3.973 0.4 0.4 -0.8
H 4.603 0.188 3.925 0.9 0.4 -0.5
H 5.363 1.262 5.901 0.1 0.1 0.0
H 6.945 0.539 5.497 -0.1 0.1 -0.5
H 5.892 -0.226 6.643 -0.1 -0.1 0.0
H 3.666 -1.880 4.917 0.6 -1.0 0.3
H 3.055 -0.579 5.057 0.0 1.3 0.3
C -5.966 4.474 -0.466 0.4 1.2 -0.6
O -6.509 5.004 -1.729 0.9 0.9 1.3
C -6.081 6.386 -2.076 0.4 -1.5 0.6
C -4.665 6.405 -2.638 -0.8 -1.2 -1.9
C -4.146 7.778 -2.850 1.0 0.8 0.5
N -4.753 5.707 -3.955 -0.7 0.0 -0.2
H -4.933 4.129 -0.460 0.3 -0.1 -1.0
H -6.520 3.614 -0.091 -0.6 0.4 -0.3
H -5.879 5.292 0.249 -0.7 0.0 0.3
H -6.779 6.671 -2.864 0.0 0.1 0.0
H -6.145 7.171 -1.322 -0.4 -0.5 0.9
H -3.957 5.723 -2.167 -0.1 0.7 1.2
H -4.692 8.460 -3.503 -0.6 -0.5 -0.1
H -3.174 7.671 -3.332 0.3 0.3 0.3
H -4.074 8.304 -1.898 0.4 0.1 0.1
H -5.745 5.516 -3.968 0.0 -0.9 -0.8
H -4.653 6.370 -4.710 0.3 0.3 -0.2
C -8.516 -5.331 2.886 -1.5 -1.2 1.6
C -7.204 -5.463 2.165 -0.9 2.0 0.8
O -7.109 -4.216 1.468 1.3 0.1 -1.1
H -8.655 -6.007 3.730 0.5 -0.4 0.3
H -9.408 -5.612 2.327 0.2 0.3 -0.8
H -8.728 -4.362 3.339 0.5 0.2 -0.4
H -7.136 -6.410 1.629 0.2 0.3 -0.5
H -6.365 -5.333 2.847 0.0 -0.6 0.1
H -7.745 -4.059 0.766 -0.3 -0.6 0.1
C 4.208 -9.275 -4.873 0.4 0.9 1.6
C 4.683 -7.815 -4.536 -0.7 -2.6 -1.3
O 6.014 -7.716 -5.065 -0.6 0.9 1.0
H 4.666 -10.054 -4.264 0.5 0.2 0.1
H 4.478 -9.488 -5.907 -0.7 0.1 0.0
H 3.174 -9.297 -4.530 -0.4 -0.3 -0.9
H 4.546 -7.594 -3.477 0.6 0.0 0.1
H 3.926 -7.238 -5.067 0.6 0.8 -0.3
H 6.545 -7.576 -4.278 0.5 0.1 -0.2
C -4.171 -0.683 5.087 1.5 -0.3 -0.9
C -3.281 0.091 4.041 -1.6 0.1 -0.6
O -1.882 -0.220 4.003 -0.6 -0.3 0.9
H -4.193 -1.749 4.860 0.9 -0.2 0.4
H -5.252 -0.545 5.091 0.1 1.3 -0.3
H -3.732 -0.406 6.045 -0.3 -0.6 0.3
H -3.461 1.148 4.237 0.4 0.3 0.2
H -3.668 -0.061 3.034 -0.3 -0.2 -0.1
H -1.544 0.043 3.144 -0.1 0.0 0.0
C -1.236 -7.908 -8.184 0.0 1.7 0.5
C -0.387 -9.110 -8.431 -1.5 1.0 0.7
O -1.028 -9.584 -9.606 1.1 -1.4 -0.1
H -2.286 -8.197 -8.137 0.1 -0.1 0.3
H -1.201 -7.192 -9.005 0.3 -0.1 -0.2
H -0.938 -7.355 -7.293 -0.1 0.0 0.2
H -0.570 -9.724 -7.549 0.2 -0.7 -0.2
H 0.679 -8.887 -8.452 0.1 -0.1 -0.7
H -0.951 -10.539 -9.553 -0.1 -0.2 -0.6
C -3.875 -1.194 -7.157 -1.5 -0.2 0.6
C -4.905 -0.072 -7.553 3.0 0.5 0.6
O -5.729 0.368 -6.523 -1.8 -0.6 0.6
H -3.134 -1.439 -7.917 -0.4 0.0 -0.2
H -4.473 -2.050 -6.841 0.1 -0.5 -0.5
H -3.321 -1.020 -6.235 0.1 0.9 0.0
H -5.504 -0.340 -8.423 -0.1 -0.1 0.3
H -4.271 0.786 -7.776 0.0 0.2 -0.9
H -5.303 0.769 -5.762 0.6 -0.1 -0.4
```
Forces are in eV/Å.

Computed properties:
Energy above the lowest of the compared OMol25 structures with the same formula, charge and spin, kJ/mol: 374.19
Structure (SMILES): CC1(C)CCCC(C)(C)N1O.CC1(C)CCCC(C)(C)N1O.CC1(C)CCCC(C)(C)N1O.COC[C@H](C)N.COC[C@H](C)N.COC[C@H](C)N.CCO.CCO.CCO.CCO.CCO
Net charge: 0

[3]
Density functional theory data (ωB97M-V with the def2-TZVPD basis set) for a structure of composition CaIZn in a non-equilibrium geometry.

```
3
Properties=species:S:1:pos:R:3:forces:R:3
Ca -2.787 -10.093 -11.920 0.0 0.3 -0.5
Zn -2.092 -13.329 -7.053 -0.2 0.9 -1.3
I -2.512 -11.685 -9.398 0.2 -1.2 1.8
```
Forces are in eV/Å.

Computed properties:
Energy above the lowest of the compared OMol25 structures with the same formula, charge and spin, kJ/mol: 24.33
Net charge: +3

[4]
Density functional theory data (ωB97M-V with the def2-TZVPD basis set) for a cluster of 2 separate species, C10H16 in total in a non-equilibrium geometry.

```
26
Properties=species:S:1:pos:R:3:forces:R:3
C -0.173 3.386 -2.513 0.5 2.6 -1.7
C 0.962 0.409 0.152 0.1 -0.2 2.3
C 1.046 0.180 -1.144 1.6 -3.9 -2.7
C 0.548 1.606 0.729 0.2 0.4 0.1
C 0.826 1.217 -2.030 -1.0 1.7 -3.8
C 0.233 2.675 -0.114 -0.1 2.2 -4.6
C 0.404 2.442 -1.567 -0.2 -0.7 2.8
H 1.371 -0.363 0.750 -0.2 -1.0 1.1
H 1.400 -0.860 -1.564 -0.5 2.0 1.0
H 0.025 1.688 1.626 -0.1 -0.6 2.1
H 0.705 1.115 -3.178 0.5 -0.3 1.9
H -0.089 3.732 0.166 0.4 -1.6 0.0
H 0.034 3.303 -3.658 1.3 0.3 1.8
H 0.073 4.446 -2.059 -1.1 -1.6 -1.4
H -1.198 3.133 -2.714 -1.2 0.5 1.1
C -0.844 -3.419 1.378 -0.8 1.0 -4.0
C -2.299 -3.324 1.878 0.2 0.6 1.5
C 0.245 -3.382 2.393 0.3 -1.6 1.3
H -0.744 -4.314 0.694 0.0 0.8 0.8
H -0.724 -2.517 0.590 -0.1 -1.8 1.9
H -2.376 -3.309 2.969 0.7 0.4 0.4
H -2.975 -4.162 1.781 -0.1 -0.3 -1.3
H 1.191 -2.977 2.030 -0.2 0.2 0.1
H -0.131 -2.855 3.282 0.5 0.1 -0.2
H -2.718 -2.353 1.593 -0.3 -0.5 -0.3
H 0.464 -4.449 2.722 -0.2 1.2 -0.1
```
Forces are in eV/Å.

Computed properties:
Energy above the lowest of the compared OMol25 structures with the same formula, charge and spin, kJ/mol: 239.24
Multiplicity: 2
Net charge: -1

[5]
Density functional theory data (ωB97M-V with the def2-TZVPD basis set) for the molecule C16H16N6OS in a non-equilibrium geometry.

```
40
Properties=species:S:1:pos:R:3:forces:R:3
C 5.877 0.953 0.227 0.0 0.1 -0.2
C 4.824 0.909 -0.882 0.1 0.0 0.2
C 3.539 0.333 -0.363 0.0 0.1 -0.2
C 2.567 1.151 0.198 0.1 -0.2 -0.1
C 1.396 0.630 0.715 -0.2 0.1 0.1
C 1.183 -0.742 0.675 0.2 0.2 -0.1
N 0.003 -1.346 1.149 0.3 -0.3 0.1
C -1.165 -0.751 1.468 -0.3 -0.3 0.3
O -1.361 0.440 1.571 0.1 0.2 0.1
C -2.313 -1.739 1.664 -0.2 0.0 -0.2
S -2.548 -2.777 0.165 0.0 -0.1 0.1
C -1.856 -1.718 -1.038 -0.3 0.4 0.0
N -0.859 -2.052 -1.825 -0.3 -0.9 0.7
N -0.591 -0.987 -2.560 0.7 0.2 -0.8
N -1.349 -0.018 -2.268 -0.4 1.3 -0.2
N -2.195 -0.422 -1.313 0.7 -1.5 -0.1
C -3.166 0.428 -0.773 -0.8 0.7 0.2
C -4.397 -0.050 -0.341 0.2 0.1 -0.2
C -5.298 0.862 0.181 0.1 0.1 0.0
C -4.934 2.200 0.231 -0.4 -0.2 0.1
N -3.769 2.653 -0.203 0.1 0.5 0.0
C -2.901 1.795 -0.689 0.2 -0.5 -0.1
C 2.149 -1.575 0.119 -0.1 0.1 0.1
C 3.313 -1.038 -0.392 -0.1 0.1 0.1
H 6.807 1.374 -0.148 0.1 0.0 0.0
H 6.075 -0.049 0.601 0.0 -0.1 0.1
H 5.527 1.564 1.056 0.0 0.0 0.1
H 5.195 0.298 -1.707 0.0 0.1 -0.1
H 4.652 1.920 -1.256 0.0 0.0 -0.1
H 2.723 2.219 0.228 0.0 0.1 0.0
H 0.650 1.280 1.140 0.0 0.0 0.0
H 0.003 -2.356 1.067 -0.2 0.2 0.0
H -2.108 -2.440 2.473 0.0 0.0 0.0
H -3.229 -1.187 1.878 0.2 0.0 0.0
H -4.649 -1.098 -0.423 0.0 0.0 0.0
H -6.265 0.537 0.533 -0.1 0.0 0.0
H -5.605 2.947 0.630 -0.1 0.0 0.1
H -1.953 2.188 -1.030 0.1 0.0 0.0
H 1.976 -2.641 0.072 0.0 -0.1 0.0
H 4.052 -1.693 -0.828 0.1 -0.1 -0.1
```
Forces are in eV/Å.

Computed properties:
Energy above the lowest of the compared OMol25 structures with the same formula, charge and spin, kJ/mol: 286.78
Structure (SMILES): CCc1ccc(NC(=O)CSc2nnnn2-c2cccnc2)cc1
Net charge: 0